The following is a DFT calculation (ωB97M-V with the def2-TZVPD basis set) of the molecule C19H19NO5S.

The HOMO-LUMO gap comes out at 9.10 eV. For the max |F|, the calculation gives 0.744 eV/A. The energy is -1564.586183 hartree. The lowest unoccupied orbital energy is 0.64 eV. For the energy above the lowest of the compared OMol25 structures with the same formula, charge and spin, the calculation gives 16.4 kcal per mole.

Atoms and positions in Å:
C (-3.86211, 1.07130, 2.37938)
C (-3.38182, -0.30926, 1.95409)
H (-3.73768, -0.54040, 0.94494)
H (-3.71785, -1.07797, 2.65305)
O (-1.95757, -0.39534, 1.96949)
C (-1.31614, 0.06133, 0.89189)
O (-1.87199, 0.54624, -0.06803)
C (0.14549, -0.08813, 1.00146)
C (0.93445, -0.09655, -0.12669)
N (0.46814, -0.07265, -1.43980)
C (-0.48426, -0.97111, -1.90803)
O (-0.90279, -1.91091, -1.29401)
C (-0.81534, -0.57564, -3.32902)
H (-1.88771, -0.44367, -3.45553)
C (0.06435, 0.63563, -3.63031)
C (0.84216, 0.89450, -2.36014)
O (1.65729, 1.75099, -2.15999)
H (-0.44413, 1.53697, -3.96639)
C (1.01025, 0.04276, -4.73109)
C (0.12768, -0.10805, -5.95352)
C (-0.64157, -1.15627, -5.69567)
H (-1.43714, -1.59036, -6.26657)
C (-0.21550, -1.62931, -4.32097)
H (-0.38642, -2.66656, -4.05119)
O (1.15782, -1.29276, -4.29288)
H (0.13747, 0.55583, -6.79404)
H (1.96643, 0.54494, -4.83833)
S (2.61811, -0.21869, 0.22171)
C (2.26810, -0.25320, 1.91349)
C (0.93410, -0.18302, 2.18109)
C (0.53743, -0.16802, 3.61856)
C (1.39513, 0.85005, 4.39185)
C (2.89111, 0.82758, 4.01909)
C (3.25518, -0.28547, 3.02144)
H (4.27194, -0.14766, 2.65503)
H (3.20191, -1.25565, 3.52529)
H (3.50072, 0.70746, 4.91517)
H (3.16155, 1.78177, 3.56503)
H (0.99799, 1.84672, 4.19454)
H (1.27252, 0.65781, 5.45851)
H (0.70422, -1.16661, 4.03265)
H (-0.51821, 0.06819, 3.73233)
H (-4.94788, 1.08687, 2.40644)
H (-3.51671, 1.81823, 1.66878)
H (-3.47874, 1.31813, 3.36690)

Force components x, y, z for each atom (eV/Å):
C 0.28 -0.27 -0.12
C -0.58 0.17 -0.14
H 0.04 -0.05 0.20
H 0.06 0.07 -0.12
O 0.25 -0.12 0.17
C -0.10 0.19 -0.32
O -0.12 -0.01 0.25
C 0.48 0.04 -0.50
C 0.13 0.03 0.50
N 0.22 -0.01 0.30
C -0.05 -0.02 -0.34
O -0.10 -0.14 0.00
C -0.02 -0.33 -0.02
H 0.03 0.01 0.08
C 0.28 0.08 -0.14
C -0.31 -0.01 -0.22
O 0.16 0.18 -0.03
H 0.03 -0.01 0.10
C -0.10 0.53 -0.15
C 0.14 -0.19 0.03
C 0.24 -0.07 0.00
H -0.24 -0.01 -0.20
C -0.56 -0.09 0.01
H 0.02 0.02 0.01
O 0.35 -0.17 0.30
H -0.12 0.16 -0.25
H 0.00 -0.02 0.02
S -0.58 -0.02 0.47
C -0.11 -0.08 -0.45
C 0.20 -0.07 -0.07
C -0.07 0.14 0.12
C -0.03 -0.05 0.04
C 0.10 -0.04 0.04
C 0.08 0.17 0.07
H 0.05 -0.08 0.06
H 0.08 -0.03 -0.03
H 0.04 0.07 0.01
H 0.06 -0.01 0.03
H -0.03 0.00 0.06
H -0.02 0.07 0.02
H -0.09 -0.04 0.05
H 0.07 -0.10 0.08
H -0.13 0.03 0.02
H -0.02 0.07 -0.03
H -0.01 0.04 0.10

---

The following is a DFT calculation (ωB97M-V with the def2-TZVPD basis set) of a structure of composition C19H20AlN2 in a non-equilibrium geometry.

The HOMO-LUMO gap comes out at 6.92 eV. For the max |F|, the calculation gives 2.032 eV/A. The energy is -1088.028249 hartree. As for the total charge: -1. The lowest unoccupied orbital energy is 3.18 eV.

Atoms and positions in Å:
C (-1.09012, 0.94439, -3.67299)
C (0.28492, 0.88539, -4.02016)
C (1.06193, 1.43392, -2.96904)
C (0.16401, 1.87888, -1.93013)
C (-1.20219, 1.54769, -2.36490)
Al (-0.30757, -0.09390, -1.35844)
N (-1.73463, -1.30071, -1.29764)
C (-0.88289, -2.45988, -1.62684)
C (0.43215, -1.82474, -2.08338)
H (2.13742, 1.61369, -2.98018)
H (0.67107, 0.58040, -4.99541)
H (0.40080, 2.57723, -1.12446)
H (-2.11253, 1.95434, -1.92087)
H (-1.92881, 0.69528, -4.32383)
H (0.52004, -1.87928, -3.17242)
H (-1.26085, -3.06984, -2.47330)
H (-2.31622, -1.46434, -0.47483)
H (1.28308, -2.31085, -1.60838)
H (-0.74707, -3.17335, -0.78099)
C (-0.89613, 3.50503, 2.86562)
C (-1.67473, 3.18367, 1.74610)
C (-1.35094, 2.07683, 0.96235)
C (-0.18859, 1.31483, 1.24449)
C (0.56899, 1.64684, 2.39188)
C (0.21050, 2.71653, 3.20103)
N (0.21849, 0.22928, 0.46232)
C (0.70099, -0.91446, 1.12752)
C (1.87266, -1.57241, 0.68683)
C (2.29149, -2.74711, 1.31285)
C (1.56272, -3.26603, 2.39128)
C (0.40501, -2.61798, 2.83428)
C (-0.01078, -1.44133, 2.22182)
H (-1.15712, 4.37014, 3.46886)
H (-2.55169, 3.77909, 1.47483)
H (-2.01818, 1.76033, 0.15305)
H (1.44137, 1.03549, 2.63717)
H (0.79166, 2.93538, 4.09791)
H (2.41830, -1.16584, -0.16818)
H (3.18532, -3.26080, 0.96032)
H (1.89255, -4.18177, 2.87912)
H (-0.18153, -3.01000, 3.66535)
H (-0.90287, -0.91002, 2.56135)

Force components x, y, z for each atom (eV/Å):
C 0.77 0.90 0.62
C -0.48 0.71 0.14
C -1.15 0.63 0.21
C -0.26 0.61 -1.71
C 1.10 0.86 -1.36
Al -0.07 -1.96 0.55
N -0.54 -0.28 0.59
C -0.29 -0.45 -0.13
C 0.42 0.25 0.02
H -0.34 -0.32 0.12
H -0.10 -0.24 0.50
H -0.03 -0.62 -0.13
H 0.35 -0.46 -0.10
H 0.30 -0.26 0.41
H 0.19 0.04 0.08
H -0.35 0.08 0.31
H 0.05 -0.01 -0.36
H 0.15 0.05 -0.28
H 0.03 0.44 -0.24
C -0.19 0.13 -0.15
C 0.35 -0.20 0.09
C 0.28 -0.19 0.06
C 0.09 -0.66 0.23
C -0.13 0.24 0.09
C -0.24 -0.05 -0.29
N -0.13 0.33 0.10
C 0.21 0.16 0.16
C -0.31 0.01 0.28
C -0.42 0.19 0.24
C 0.02 -0.05 -0.11
C 0.21 0.26 -0.09
C 0.21 -0.17 -0.18
H 0.02 -0.12 -0.01
H 0.28 -0.16 0.22
H 0.39 0.17 0.32
H -0.29 0.21 -0.10
H -0.11 0.02 -0.24
H -0.20 -0.08 0.39
H -0.17 0.11 0.09
H -0.06 0.14 -0.10
H 0.21 -0.03 -0.16
H 0.23 -0.22 -0.11

---

We obtain HOMO level values of -0.3111; -0.1371 Ha for the records listed above, in that order.